Molecular formula: C28H28N4O3
Method: DFT, ωB97M-V/def2-TZVPD

Geometry as XYZ:
```
63
Properties=species:S:1:pos:R:3:nbo_charge:R:1
O -2.387 1.736 3.088 -0.64
O 0.402 -3.452 1.802 -0.61
O 2.869 -2.698 -4.446 -0.49
N 3.734 -1.760 0.217 -0.46
N -3.731 2.084 1.291 -0.41
N 1.777 -1.671 1.953 -0.43
N -1.840 -0.878 -0.859 -0.44
C -4.125 4.490 1.370 0.05
C -2.818 4.963 1.369 -0.23
C 0.613 -2.270 1.602 0.68
C 3.038 -3.077 -3.146 0.33
C 3.054 -0.481 0.249 -0.22
C -2.515 6.177 0.779 -0.20
C -1.039 -0.396 1.753 -0.10
C -0.430 -1.381 1.003 -0.20
C -2.432 0.087 -0.147 0.21
C 2.879 -2.492 2.415 -0.24
C -4.428 3.153 1.992 -0.27
C 2.942 -4.447 -2.897 -0.29
C 3.448 -2.675 -0.790 0.29
C -5.122 5.248 0.773 -0.25
C -3.480 0.854 -0.734 -0.29
C 3.363 -4.047 -0.561 -0.33
C -4.083 1.807 0.006 0.06
C -0.884 -1.600 -0.319 0.30
C -4.819 6.466 0.187 -0.19
C -0.286 -2.675 -1.162 -0.66
C 3.115 -4.912 -1.612 -0.16
C 2.926 -1.332 -4.767 -0.25
C -2.704 1.425 1.951 0.64
C 4.115 -2.204 1.536 -0.23
C 2.197 -0.357 1.532 -0.24
C -3.516 6.930 0.187 -0.22
C 3.298 -2.204 -2.101 -0.40
C -2.059 0.369 1.181 -0.16
H 2.152 -0.761 -4.241 0.18
H -0.341 -3.627 -0.636 0.25
H 3.415 -1.149 -2.294 0.22
H 1.336 0.283 1.345 0.23
H -3.280 7.879 -0.271 0.21
H -5.503 2.952 1.976 0.21
H 3.467 -4.454 0.430 0.21
H -4.886 2.413 -0.388 0.22
H 3.785 0.338 0.215 0.19
H 3.043 -5.971 -1.415 0.22
H 2.400 -0.398 -0.620 0.21
H -0.756 -0.206 2.779 0.24
H -1.497 6.538 0.784 0.21
H 3.909 -0.904 -4.543 0.17
H -4.069 3.123 3.026 0.26
H 4.753 -3.083 1.458 0.22
H -0.823 -2.742 -2.103 0.23
H -2.043 4.376 1.838 0.22
H 3.094 -2.269 3.466 0.20
H 2.747 -1.274 -5.839 0.20
H 4.710 -1.399 1.983 0.20
H 2.739 -5.111 -3.720 0.22
H -3.776 0.650 -1.748 0.24
H 0.766 -2.476 -1.361 0.23
H 2.782 0.083 2.346 0.20
H 2.553 -3.531 2.336 0.25
H -5.603 7.051 -0.271 0.21
H -6.142 4.890 0.772 0.21
```

Computed properties:
**Structure (SMILES)**: COc1cccc(N2CCN(C(=O)c3cc4c(=O)n(Cc5ccccc5)ccc4nc3C)CC2)c1
**Total energy**: -41594.43531 eV
**HOMO**: -7.8 eV
**Spin multiplicity**: 1
**ΔE to the lowest compared entry with this formula, charge and spin**: 41.04 kcal/mol
**Gap between HOMO and LUMO**: 8.11 eV